Entry 1:
C6H14NS as an isolated structure. Source: OMol25; level of theory: ωB97M-V/def2-TZVPD.

Structure (XYZ):
```
22
Properties=species:S:1:pos:R:3
C 0.81028 -2.03465 -1.77352
C 0.11726 -3.13316 -0.90860
S 0.56546 -4.84362 -1.19704
C 0.83287 -0.60215 -1.17821
N -0.20060 -0.13879 0.21750
C 0.00151 1.27475 0.33492
C -1.14784 1.93787 1.11757
C -0.67019 2.67325 2.39214
H 0.31844 -1.94674 -2.75143
H 1.84444 -2.32014 -1.98220
H -0.94580 -2.90594 -1.07863
H 0.32421 -2.75121 0.10385
H 1.83644 -0.46443 -0.77836
H 0.78095 0.13283 -1.99742
H -0.37591 -0.39262 -0.81032
H 0.09005 1.83827 -0.60793
H 0.96409 1.58132 0.77444
H -1.81177 1.18007 1.52797
H -1.71196 2.55715 0.42048
H -1.52992 2.96235 2.99629
H 0.06684 3.43057 2.12584
H -0.15888 1.96502 3.05269
```

Values from the calculation:
HOMO level (eV): -2.34
Energy (Eh): -689.82905
Total charge: -1
Energy relative to the best compared isomer or geometry (same formula, charge and spin) (kJ/mol): 384.05


Entry 2:
C3H3N2O2 as an isolated structure. Source: OMol25; level of theory: ωB97M-V/def2-TZVPD.

Structure (XYZ):
```
10
Properties=species:S:1:pos:R:3
C -1.63612 -0.11600 0.00004
C -0.75322 0.94620 0.03595
C 1.76983 0.02439 -0.13073
N -0.63859 -0.99884 0.37863
N 0.33189 0.07742 0.35040
O 2.40868 1.08339 -0.10995
O 2.06770 -1.09253 -0.45073
H -2.64692 -0.13417 0.09767
H -0.57751 2.02871 -0.07704
H -0.32573 -1.81857 -0.09423
```

Values from the calculation:
HOMO level (eV): -3.73
Energy (Eh): -376.07820
Total charge: -1
Energy relative to the best compared isomer or geometry (same formula, charge and spin) (kJ/mol): 233.28